<one>
11
Properties=species:S:1:pos:R:3:mulliken_charge:R:1 method="wB97M-V/def2-TZVPD" total_charge=-1 smiles="O=C([O-])N[C@H]1CO1" homo_lumo_gap_ev=8.01
O -2.565 0.604 -0.887 -0.745
C -1.650 0.027 -0.250 0.595
O -1.334 -1.183 -0.255 -0.698
N -0.892 0.739 0.811 -0.459
C 0.660 -0.157 0.766 -0.076
C 1.248 -0.296 -0.507 -0.109
O 1.892 0.494 0.437 -0.455
H -0.735 1.729 0.538 0.241
H 0.725 -0.824 1.559 0.332
H 1.713 -1.284 -0.782 0.166
H 0.936 0.150 -1.430 0.206

<two>
11
Properties=species:S:1:pos:R:3:mulliken_charge:R:1 method="wB97M-V/def2-TZVPD" total_charge=-1 homo_lumo_gap_ev=5.93
C 2.216 1.667 -2.046 0.458
C 0.836 0.192 -0.052 0.257
C 0.386 -1.225 -0.485 -1.059
N 0.091 0.547 1.256 -0.626
O 1.345 1.469 -2.775 -0.243
O 3.237 1.989 -1.591 -0.362
O 1.502 0.168 1.192 -0.308
H -0.764 -1.157 -0.834 0.147
H 0.364 -1.866 0.465 0.298
H 0.975 -1.734 -1.397 0.191
H 0.004 1.594 1.304 0.248

<three>
11
Properties=species:S:1:pos:R:3:mulliken_charge:R:1 method="wB97M-V/def2-TZVPD" total_charge=-1 homo_lumo_gap_ev=7.09
C 1.804 -1.745 -1.494 -0.182
C 0.481 -0.980 0.068 0.677
C 1.195 0.041 -0.553 -0.430
N 2.034 -0.467 -1.495 -0.618
O 0.764 -2.117 -0.600 -0.348
O -0.371 -0.971 0.995 -0.862
O -1.937 1.086 1.489 -0.739
H 2.336 -2.487 -1.971 0.443
H -1.133 0.596 0.950 0.412
H 0.940 1.071 -0.376 0.369
H -2.237 0.380 2.170 0.278

Stability verdict: <three>, ahead by 1.537 eV

<one>
11
Properties=species:S:1:pos:R:3:mulliken_charge:R:1 method="wB97M-V/def2-TZVPD" total_charge=-1 smiles="CO[C@@H]([O-])N=C=O" homo_lumo_gap_ev=8.39
C -0.681 -0.427 0.175 -0.575
O 0.026 0.361 -0.780 -0.308
C 0.753 1.472 -0.300 0.169
O 0.488 1.875 0.839 -0.717
N 2.248 0.838 -0.458 -0.384
C 2.755 -0.177 -0.074 0.567
O 3.426 -1.135 0.106 -0.604
H -0.054 -0.474 1.052 0.276
H -0.949 -1.543 -0.152 0.191
H -1.679 0.063 0.467 0.197
H 0.884 2.025 -1.333 0.188

<two>
11
Properties=species:S:1:pos:R:3:mulliken_charge:R:1 method="wB97M-V/def2-TZVPD" total_charge=-1 smiles="O=CCNC(=O)[O-]" homo_lumo_gap_ev=8.28
O 2.350 1.218 0.274 -0.535
C 1.454 0.429 0.080 0.091
C 0.108 0.757 -0.518 -0.528
N -1.029 0.237 0.204 -0.296
C -1.151 -1.203 0.216 0.566
O -1.838 -1.689 1.127 -0.758
O -0.505 -1.794 -0.682 -0.722
H 1.568 -0.655 0.269 0.352
H 0.059 1.829 -0.621 0.308
H 0.112 0.224 -1.473 0.286
H -1.127 0.646 1.122 0.236

Stability verdict: <two>, ahead by 1.833 eV

<one>
9
Properties=species:S:1:pos:R:3:mulliken_charge:R:1 method="wB97M-V/def2-TZVPD" total_charge=0 homo_lumo_gap_ev=9.34
C 1.417 0.146 0.790 0.055
C -0.207 -1.518 0.043 -0.060
N 1.742 -1.009 0.857 0.000
N 0.946 -2.048 0.505 -0.607
N -0.311 -0.265 -0.243 -0.192
O -1.396 0.571 -0.577 -0.366
H 1.689 1.133 1.110 0.344
H -0.788 -2.250 -0.309 0.453
H -1.070 1.415 -0.150 0.372

<two>
9
Properties=species:S:1:pos:R:3:mulliken_charge:R:1 method="wB97M-V/def2-TZVPD" total_charge=0 homo_lumo_gap_ev=9.58
O -1.885 1.357 -0.079 -0.471
C -0.776 0.568 0.054 0.563
N -0.761 -0.119 1.160 -0.250
N 0.932 -0.896 0.721 -0.326
C 1.126 -0.292 -0.423 0.045
N 0.202 0.544 -0.865 -0.556
H -2.564 0.872 -0.573 0.348
H 1.713 -1.535 0.993 0.254
H 2.023 -0.455 -1.028 0.393

Stability verdict: <two>, ahead by 2.930 eV

<one>
9
Properties=species:S:1:pos:R:3:mulliken_charge:R:1 method="wB97M-V/def2-TZVPD" total_charge=0 homo_lumo_gap_ev=9.97
C -1.462 -0.158 0.154 -0.737
C 0.513 -0.044 0.002 0.811
N -0.132 -0.867 0.594 -0.373
O 2.767 -0.325 0.154 -0.330
N 2.489 0.647 -0.511 0.060
N 1.121 0.854 -0.636 -0.337
H -1.537 0.873 0.522 0.293
H -1.604 -0.172 -0.933 0.293
H -2.155 -0.807 0.654 0.321

<two>
9
Properties=species:S:1:pos:R:3:mulliken_charge:R:1 method="wB97M-V/def2-TZVPD" total_charge=0 smiles="O[C@H]1N=CN=N1" homo_lumo_gap_ev=9.81
O -1.776 -0.709 -0.072 -0.477
C -0.581 -0.141 0.302 0.416
N 0.583 -0.982 0.224 -0.401
C 1.470 -0.189 -0.220 -0.058
N 0.966 1.106 -0.643 -0.259
N -0.255 1.113 -0.396 -0.180
H -2.386 0.014 -0.282 0.331
H -0.536 0.131 1.371 0.237
H 2.533 -0.391 -0.265 0.392

Stability verdict: <two>, ahead by 3.117 eV

<one>
9
Properties=species:S:1:pos:R:3:mulliken_charge:R:1 method="wB97M-V/def2-TZVPD" total_charge=0 smiles=Oc1nc[nH]n1 homo_lumo_gap_ev=10.61
O -2.134 0.312 -0.579 -0.484
C -0.860 0.122 -0.181 0.482
N 0.123 1.052 -0.326 -0.519
C 1.163 0.442 0.205 -0.011
N 0.806 -0.773 0.649 0.231
N -0.501 -1.004 0.398 -0.645
H -2.133 0.514 -1.525 0.339
H 2.168 0.835 0.293 0.395
H 1.367 -1.498 1.066 0.213

<two>
9
Properties=species:S:1:pos:R:3:mulliken_charge:R:1 method="wB97M-V/def2-TZVPD" total_charge=0 smiles=Oc1nc[nH]n1 homo_lumo_gap_ev=9.00
O 2.144 -0.308 -0.340 -0.487
C 0.824 -0.225 -0.129 0.530
N 0.054 -1.332 -0.221 -0.374
C -1.136 -1.055 0.139 -0.005
N -1.025 0.664 0.439 -0.169
N 0.230 0.909 0.156 -0.453
H 2.508 0.566 -0.136 0.362
H -2.058 -0.783 -0.292 0.326
H -1.541 1.566 0.385 0.270

Stability verdict: <one>, ahead by 2.880 eV

<one>
9
Properties=species:S:1:pos:R:3:mulliken_charge:R:1 method="wB97M-V/def2-TZVPD" total_charge=0 smiles=Oc1c[nH]nn1 homo_lumo_gap_ev=10.39
O 0.002 -0.647 2.046 -0.515
C 0.053 -0.237 0.752 0.592
C 0.936 -0.215 -0.309 -0.541
N 0.119 0.439 -1.345 0.182
N -1.087 0.692 -0.873 -0.567
N -1.145 0.327 0.347 -0.214
H -0.926 -0.408 2.265 0.411
H 1.981 -0.489 -0.507 0.368
H 0.067 0.539 -2.377 0.285

<two>
9
Properties=species:S:1:pos:R:3:mulliken_charge:R:1 method="wB97M-V/def2-TZVPD" total_charge=0 homo_lumo_gap_ev=8.27
N -1.923 0.029 -0.045 -0.293
C -0.994 -0.553 0.702 -0.161
N 0.134 -0.883 0.119 -0.170
C 1.345 -0.544 0.093 0.040
N 1.810 0.688 0.750 -0.011
O 1.779 1.653 0.032 -0.244
H -1.801 0.320 -1.011 0.229
H -2.828 0.195 0.364 0.233
H 2.135 -1.196 -0.277 0.378

Stability verdict: <one>, ahead by 2.884 eV

<one>
9
Properties=species:S:1:pos:R:3:mulliken_charge:R:1 method="wB97M-V/def2-TZVPD" total_charge=0 homo_lumo_gap_ev=9.41
H 2.555 0.728 0.083 0.273
N 2.015 -0.136 -0.007 -0.625
C 0.770 0.058 -0.023 0.533
N -0.035 1.216 0.001 -0.499
C -1.251 0.723 -0.005 0.001
N -1.318 -0.602 -0.013 0.002
O -0.014 -1.094 0.018 -0.273
H -2.161 1.336 0.058 0.358
H -2.036 -1.334 0.013 0.230

<two>
9
Properties=species:S:1:pos:R:3:mulliken_charge:R:1 method="wB97M-V/def2-TZVPD" total_charge=0 smiles=Oc1cn[nH]n1 homo_lumo_gap_ev=10.49
O 1.552 -0.265 1.312 -0.519
C 0.609 -0.143 0.364 0.591
C 0.541 -0.171 -1.044 -0.349
N -0.719 0.125 -1.377 -0.556
N -1.320 0.321 -0.228 0.330
N -0.587 0.144 0.846 -0.585
H 0.967 -0.025 2.058 0.420
H 1.273 -0.380 -1.812 0.412
H -2.316 0.394 -0.120 0.257

Stability verdict: <two>, ahead by 0.828 eV

<one>
19
Properties=species:S:1:pos:R:3:mulliken_charge:R:1 method="wB97M-V/def2-TZVPD" total_charge=+1 smiles=CNCC[NH2+]C homo_lumo_gap_ev=10.53
C -0.400 1.779 -1.479 -0.862
N 0.384 0.458 -1.357 -0.420
C -0.489 -0.760 -0.998 -0.474
C -1.045 -0.493 0.413 -0.775
N 0.213 -0.031 1.280 -0.116
C 1.232 -0.974 1.824 -0.996
H -1.018 1.891 -0.600 0.317
H -0.916 1.715 -2.428 0.335
H 0.295 2.534 -1.583 0.337
H 1.100 0.217 -2.071 0.240
H -1.281 -1.074 -1.704 0.344
H 0.085 -1.699 -0.957 0.380
H -1.842 0.274 0.249 0.288
H -1.475 -1.310 0.875 0.453
H -0.215 0.365 2.115 0.359
H 0.730 0.596 0.571 0.464
H 0.811 -1.766 2.298 0.404
H 1.947 -0.410 2.489 0.349
H 1.884 -1.312 1.064 0.372

<two>
19
Properties=species:S:1:pos:R:3:mulliken_charge:R:1 method="wB97M-V/def2-TZVPD" total_charge=+1 smiles=CC[NH2+]CCN homo_lumo_gap_ev=10.90
C -2.005 0.957 -0.995 -1.298
C -1.146 -0.299 -1.484 -0.288
N -0.266 -0.719 -0.311 -0.074
C 1.173 -0.530 -0.280 -0.601
C 1.766 0.111 0.996 -0.574
N 0.824 0.015 2.190 -0.683
H -1.349 1.745 -0.585 0.401
H -2.730 1.435 -1.726 0.319
H -2.515 0.796 -0.057 0.465
H -1.868 -1.184 -1.710 0.331
H -0.542 -0.037 -2.360 0.294
H -0.627 -0.008 0.408 0.372
H -0.493 -1.743 -0.320 0.364
H 1.498 -1.495 -0.458 0.390
H 1.334 0.169 -1.109 0.260
H 2.047 1.157 0.808 0.336
H 2.625 -0.319 1.491 0.454
H 1.139 0.774 2.842 0.277
H 1.137 -0.825 2.661 0.256

<three>
19
Properties=species:S:1:pos:R:3:mulliken_charge:R:1 method="wB97M-V/def2-TZVPD" total_charge=+1 smiles=C[NH2+][C@H](C)CN homo_lumo_gap_ev=10.24
C -0.496 -2.291 -0.531 -0.817
N -0.830 -0.813 -0.547 -0.152
C 0.239 0.083 0.050 0.136
C 0.189 -0.067 1.553 -1.374
C 0.047 1.535 -0.424 -0.676
N 1.301 2.222 -0.339 -0.549
H -1.352 -2.853 -0.166 0.364
H -0.207 -2.610 -1.519 0.345
H 0.341 -2.458 0.132 0.304
H -1.687 -0.722 0.000 0.406
H -1.051 -0.524 -1.498 0.364
H 1.177 -0.352 -0.308 0.235
H 0.685 0.766 2.061 0.367
H -0.848 0.032 1.921 0.430
H 0.591 -1.001 1.935 0.388
H -0.701 1.971 0.237 0.371
H -0.366 1.552 -1.444 0.390
H 1.207 3.124 0.115 0.247
H 1.760 2.405 -1.227 0.221

Stability verdict: <three>, ahead by 1.201 eV